(1)
The following is a quantum chemistry calculation of a molecular structure, C7H4BrNSe3Te2W in a non-equilibrium geometry, from OMol25.

Each line ends with the natural charge from an NBO analysis.
Geometry (Å):
1 W 0.5778 -1.7835 0.6348  0.22
2 Se 1.5214 0.0493 1.9066  0.04
3 Te -1.4204 -2.4523 2.3793  0.27
4 Te 0.6699 -3.9168 2.3388  0.24
5 Se -0.5232 -2.4900 -1.2510  0.04
6 Br -2.3658 3.9734 -1.6091  0.07
7 C -1.5504 2.4466 -0.8457  -0.06
8 C -0.3767 1.9487 -1.3967  -0.26
9 C 0.2187 0.8449 -0.8157  -0.16
10 C -0.3784 0.1654 0.2614  -0.28
11 C -1.5366 0.7173 0.8081  -0.24
12 C -2.1250 1.8512 0.2603  -0.24
13 H 0.0742 2.4301 -2.2530  0.24
14 H 1.1477 0.4856 -1.2437  0.22
15 H -2.0120 0.2715 1.6717  0.20
16 H -3.0277 2.2649 0.6882  0.23
17 Se 5.1576 -2.2573 -1.1062  -0.06
18 C 3.5208 -2.2648 -0.4340  0.24
19 N 2.4283 -2.2844 0.0060  -0.71

The calculation puts the HOMO-LUMO gap (spin up / spin down) at 0.2350 / 0.1907 hartree. As for the spin multiplicity: 3. Its total energy is -10705.3146 a.u. The calculation puts the HOMO energy (spin up / spin down) at -8.184 / -8.276 eV. As for the net charge: 0. For the energy above the lowest of the compared OMol25 structures with the same formula, charge and spin, the calculation gives 13.2 kcal per mole.

(2)
The following is a quantum chemistry calculation of 6 unconnected molecules or ions with the total composition C7H4Cl20FNO2Si in a non-equilibrium geometry, from OMol25.

Each line ends with the natural charge from an NBO analysis.
Geometry (Å):
1 O 0.3514 0.2773 1.8556  -0.56
2 C -0.3052 -0.5942 1.4917  0.96
3 F -1.5299 -0.7323 1.9536  -0.32
4 N 0.0130 -1.5643 0.5782  -0.72
5 C 1.1670 -1.1377 -0.2257  0.40
6 O 0.9954 -0.5930 -1.2480  -0.51
7 Si 2.9716 -1.4240 0.3903  0.75
8 H -0.7639 -1.6722 -0.0754  0.40
9 H 3.2489 -0.2905 1.2951  -0.12
10 H 3.0855 -2.6646 1.1743  -0.15
11 H 3.9208 -1.4301 -0.7258  -0.15
12 Cl 1.7741 -5.7404 -4.0649  0.06
13 C 2.4294 -4.2370 -3.4069  -0.23
14 Cl 2.6046 -4.3916 -1.6510  0.05
15 Cl 4.0108 -3.9148 -4.1260  0.06
16 Cl 1.3326 -2.9009 -3.7683  0.07
17 Cl 5.8837 2.5372 0.8917  0.07
18 C 7.0603 1.3245 0.3763  -0.22
19 Cl 7.9705 1.9262 -1.0136  0.06
20 Cl 8.1712 0.9749 1.7062  0.06
21 Cl 6.1990 -0.1517 -0.0852  0.05
22 Cl -6.1342 1.0497 0.5672  0.06
23 C -5.3532 -0.2641 1.4531  -0.22
24 Cl -4.6476 0.3687 2.9433  0.06
25 Cl -6.5506 -1.5068 1.8481  0.05
26 Cl -4.0805 -0.9767 0.4535  0.05
27 Cl -11.2590 2.7962 2.5310  0.06
28 C -9.4978 2.6625 2.4437  -0.23
29 Cl -9.0425 0.9755 2.1896  0.06
30 Cl -8.8994 3.6416 1.0966  0.05
31 Cl -8.7862 3.2432 3.9540  0.06
32 Cl 3.9604 1.7992 -1.4976  0.05
33 C 2.7307 2.8813 -2.1618  -0.22
34 Cl 2.3189 2.3756 -3.8058  0.05
35 Cl 1.2877 2.8196 -1.1441  0.06
36 Cl 3.3625 4.5337 -2.1929  0.05

The calculation puts the HOMO-LUMO gap at 0.3863 hartree. Its total energy is -10067.4864 a.u. The calculation puts the HOMO energy at -10.471 eV. As for the net charge: 0.

(3)
The following is a quantum chemistry calculation of a molecular structure, C7H4ClFS in a non-equilibrium geometry, from OMol25.

Each line ends with the natural charge from an NBO analysis.
Geometry (Å):
1 C -1.7512 0.9045 0.1796  -0.21
2 C -2.2499 -0.4120 0.1157  -0.19
3 C -0.4354 1.2161 -0.0274  -0.28
4 C -1.3536 -1.4379 -0.1116  -0.25
5 C 0.3770 0.0916 -0.1074  -0.01
6 C -0.0085 -1.1500 -0.2230  0.28
7 C 4.2176 1.1094 0.1647  -0.28
8 F 0.8853 -2.1849 -0.4398  -0.33
9 S 2.5616 1.1231 -0.1565  0.23
10 Cl 5.1412 -0.2366 0.3236  0.12
11 H -2.3702 1.7227 0.2329  0.21
12 H -3.2685 -0.6049 0.2311  0.22
13 H 0.1208 2.2161 -0.0358  0.25
14 H -1.8660 -2.3572 -0.1461  0.23

The calculation puts the HOMO-LUMO gap (spin up / spin down) at 0.2862 / 0.2752 hartree. Its total energy is -1227.1916 a.u. The calculation puts the HOMO energy (spin up / spin down) at -8.842 / -8.823 eV. As for the net charge: 0. For the energy above the lowest of the compared OMol25 structures with the same formula, charge and spin, the calculation gives 34.4 kcal per mole.

(4)
The following is a quantum chemistry calculation of a single C7H4ClN3O molecule in a non-equilibrium geometry, from OMol25.

Each line ends with the natural charge from an NBO analysis.
Geometry (Å):
1 O -0.1582 2.0926 2.0800  -0.65
2 C 0.6163 1.2020 1.3654  0.53
3 N 1.9001 1.1509 1.7132  -0.32
4 N 2.6876 0.2984 1.0568  0.02
5 N 2.2452 -0.4684 0.0287  -0.23
6 C 0.9424 -0.4782 -0.2915  0.14
7 C 0.4486 -1.3300 -1.3102  -0.20
8 C -0.8907 -1.3070 -1.6613  -0.03
9 Cl -1.4129 -2.2596 -3.0009  0.04
10 C -1.7984 -0.5441 -0.8857  -0.21
11 C -1.3314 0.3394 0.1231  -0.15
12 C 0.0614 0.3620 0.4093  -0.17
13 H 0.4576 2.5969 2.6234  0.50
14 H 1.1483 -1.9943 -1.8141  0.25
15 H -2.8285 -0.6106 -1.0523  0.23
16 H -2.0875 0.9499 0.6162  0.24

The calculation puts the HOMO-LUMO gap at 0.3189 hartree. Its total energy is -968.8033 a.u. The calculation puts the HOMO energy at -9.453 eV. As for the net charge: 0.

(5)
The following is a quantum chemistry calculation of a molecular structure, C7H4ClNO8Pt, from OMol25.

Each line ends with the natural charge from an NBO analysis.
Geometry (Å):
1 Pt 1.5426 0.8353 0.4009  0.98
2 O -2.2490 1.1845 -2.3347  -0.67
3 C -1.2158 1.2380 -1.4792  0.76
4 O -0.3590 2.0714 -1.5186  -0.54
5 C -1.3034 0.1516 -0.4478  0.09
6 C -2.3765 -0.7215 -0.4021  -0.19
7 C -2.4533 -1.6577 0.6165  -0.15
8 C -1.4764 -1.6662 1.5922  -0.18
9 C -0.4247 -0.7773 1.4854  0.11
10 N -0.3174 0.0896 0.4631  -0.40
11 C 0.6515 -0.6814 2.5462  0.73
12 O 0.5713 -1.3101 3.5682  -0.57
13 O 1.5956 0.1776 2.2562  -0.64
14 H -2.1258 1.9146 -2.9605  0.51
15 H -3.1439 -0.6483 -1.1565  0.25
16 H -3.2797 -2.3541 0.6521  0.24
17 H -1.4883 -2.3332 2.4429  0.26
18 O 4.6897 1.5202 -1.8318  -0.74
19 Cl 3.6250 0.8595 -1.1988  2.50
20 O 3.7091 -0.5515 -1.2575  -0.76
21 O 2.3013 1.3382 -1.6895  -0.82
22 O 3.5272 1.3208 0.2533  -0.79

The calculation puts the HOMO-LUMO gap at 0.3160 hartree. Its total energy is -1505.0826 a.u. The calculation puts the HOMO energy at -9.979 eV. As for the net charge: 0. For the energy above the lowest of the compared OMol25 structures with the same formula, charge and spin, the calculation gives 0.0 kcal per mole.

(6)
The following is a quantum chemistry calculation of a molecular structure, C7H4CrNO4SbSe4, from OMol25.

Each line ends with the natural charge from an NBO analysis.
Geometry (Å):
1 Cr 1.3634 -1.3762 -1.7523  1.05
2 Se 5.4848 -3.5231 -3.3753  -0.84
3 Sb 3.1393 -3.3190 -3.9627  1.09
4 Se 2.3566 -0.8733 -3.9393  -0.81
5 Se 1.7073 -3.8187 -1.9199  -0.82
6 Se 2.4117 -4.4654 -5.9713  -0.83
7 O 1.6177 -1.2210 0.4080  -0.58
8 C 1.0219 -0.5463 1.2372  0.44
9 C -0.1095 0.3197 1.0289  -0.33
10 C -0.6402 0.9583 2.1433  -0.10
11 C -1.7357 1.7856 2.0244  -0.04
12 C -2.3381 1.9879 0.7596  -0.16
13 C -1.8359 1.3799 -0.3447  -0.30
14 C -0.6872 0.5079 -0.2848  0.48
15 O -0.2339 -0.0385 -1.3145  -0.70
16 N -2.2679 2.4366 3.1819  0.52
17 O -3.2476 3.1624 3.0456  -0.43
18 O -1.7272 2.2533 4.2670  -0.43
19 H 1.3890 -0.5845 2.2794  0.12
20 H -0.1891 0.8053 3.1156  0.23
21 H -3.1981 2.6389 0.6933  0.23
22 H -2.2813 1.5301 -1.3194  0.22

The calculation puts the HOMO-LUMO gap (spin up / spin down) at 0.1727 / 0.1736 hartree. As for the spin multiplicity: 5. Its total energy is -11515.4367 a.u. The calculation puts the HOMO energy (spin up / spin down) at -1.274 / -1.292 eV. As for the net charge: -2. For the energy above the lowest of the compared OMol25 structures with the same formula, charge and spin, the calculation gives 0.0 kcal per mole.

(7)
The following is a quantum chemistry calculation of a molecular structure, C7H4F6N2NiO5S3, from OMol25.

Each line ends with the natural charge from an NBO analysis.
Geometry (Å):
1 Ni -0.2033 0.2682 0.4466  0.74
2 O 1.5755 0.0496 1.3237  -0.66
3 N 2.2562 1.1739 1.4723  0.01
4 C 3.4104 1.0774 2.1716  0.02
5 C 4.2387 2.1433 2.3741  -0.30
6 C 3.8495 3.3789 1.8287  -0.21
7 C 2.6774 3.4690 1.1346  -0.23
8 C 1.8261 2.3512 0.9222  0.01
9 S 0.3713 2.4472 0.0620  -0.33
10 H 3.5923 0.0807 2.5437  0.23
11 H 5.1487 2.0067 2.9379  0.22
12 H 4.4655 4.2596 1.9619  0.21
13 H 2.3382 4.4046 0.7130  0.22
14 F -3.5906 1.5421 2.3633  -0.32
15 C -2.7894 0.5107 2.6530  0.73
16 F -1.6222 0.9825 3.0485  -0.30
17 F -3.3299 -0.1701 3.6620  -0.31
18 S -2.7271 -0.5607 1.1441  2.23
19 O -2.4167 0.2804 0.0060  -0.94
20 O -4.0090 -1.1996 1.1629  -0.92
21 N -1.5062 -1.4822 1.5774  -1.25
22 S -0.7279 -2.4677 0.6102  2.25
23 O -0.5009 -1.9225 -0.6974  -0.94
24 O 0.3436 -3.0539 1.3464  -0.91
25 C -1.9060 -3.8583 0.3185  0.71
26 F -1.2546 -4.8719 -0.2682  -0.32
27 F -2.4271 -4.3027 1.4631  -0.31
28 F -2.9015 -3.4785 -0.4846  -0.31

The calculation puts the HOMO-LUMO gap (spin up / spin down) at 0.2692 / 0.2503 hartree. As for the spin multiplicity: 2. Its total energy is -4056.9785 a.u. The calculation puts the HOMO energy (spin up / spin down) at -4.439 / -3.927 eV. As for the net charge: -1. For the energy above the lowest of the compared OMol25 structures with the same formula, charge and spin, the calculation gives 1.4 kcal per mole.

(8)
The following is a quantum chemistry calculation of a gas-phase ion, C7H4NO2S (charge +1) in a non-equilibrium geometry, from OMol25.

Each line ends with the natural charge from an NBO analysis.
Geometry (Å):
1 O -3.8108 -2.0286 -3.2784  -0.39
2 C -3.1057 -2.2186 -2.3917  0.93
3 O -2.8552 -2.6667 -1.2045  -0.27
4 N -1.7416 -2.0639 -1.9756  -0.14
5 C -0.9222 -1.1935 -1.3393  0.26
6 C -1.0740 -0.9725 0.0359  -0.30
7 C -0.2853 -0.0672 0.7035  0.01
8 C 0.7469 0.6167 0.0315  -0.22
9 C 0.9767 0.3674 -1.2894  -0.12
10 C 0.1935 -0.5649 -2.0304  -0.26
11 S 0.7144 -0.9346 -3.5856  0.45
12 H -1.8587 -1.5014 0.5562  0.26
13 H -0.4750 0.1362 1.7480  0.25
14 H 1.3582 1.3245 0.5695  0.26
15 H 1.7895 0.8528 -1.8094  0.26

The calculation puts the HOMO-LUMO gap (spin up / spin down) at 0.2264 / 0.2299 hartree. Its total energy is -872.1318 a.u. The calculation puts the HOMO energy (spin up / spin down) at -14.105 / -14.132 eV. As for the net charge: +1. For the energy above the lowest of the compared OMol25 structures with the same formula, charge and spin, the calculation gives 24.4 kcal per mole.

(9)
The following is a quantum chemistry calculation of a single C7H5Cl2N molecule in a non-equilibrium geometry, from OMol25.

Each line ends with the natural charge from an NBO analysis.
Geometry (Å):
1 Cl -0.2006 2.8615 -1.9214  0.02
2 C -0.5342 2.8999 -0.1729  0.23
3 Cl -0.6595 4.5486 0.6061  0.02
4 N -0.4733 1.8426 0.6164  -0.41
5 C -0.1468 0.5256 0.1240  0.08
6 C 0.9210 -0.1011 0.7453  -0.20
7 C 1.3835 -1.4203 0.5948  -0.21
8 C 0.4921 -2.2437 -0.0343  -0.21
9 C -0.7272 -1.7418 -0.5717  -0.21
10 C -1.0386 -0.2986 -0.5582  -0.21
11 H 1.4423 0.5818 1.4374  0.22
12 H 2.2563 -1.8606 1.0799  0.23
13 H 0.6402 -3.2764 -0.0596  0.21
14 H -1.3136 -2.5185 -0.9819  0.22
15 H -2.0415 0.2007 -0.9040  0.23

The calculation puts the HOMO-LUMO gap at 0.3408 hartree. Its total energy is -1244.8249 a.u. The calculation puts the HOMO energy at -9.140 eV. As for the net charge: 0. For the energy above the lowest of the compared OMol25 structures with the same formula, charge and spin, the calculation gives 0.0 kcal per mole.

(10)
The following is a quantum chemistry calculation of a single C7H5ClFNO2 molecule in a non-equilibrium geometry, from OMol25.

Each line ends with the natural charge from an NBO analysis.
Geometry (Å):
1 O 2.3994 -0.0778 -1.8140  -0.34
2 N 2.4434 -0.6933 -0.8082  0.52
3 O 2.9907 -1.7182 -0.5433  -0.34
4 C 1.7761 -0.0087 0.5012  0.42
5 F 2.0962 -0.8199 1.5450  -0.30
6 Cl 2.5591 1.5922 0.6349  0.01
7 C 0.3024 0.0962 0.1840  -0.15
8 C -0.3643 1.2932 -0.0624  -0.19
9 C -1.7269 1.3581 -0.1392  -0.20
10 C -2.4661 0.1592 -0.0933  -0.20
11 C -1.8444 -1.0275 0.0444  -0.19
12 C -0.4006 -1.0486 0.3270  -0.17
13 H 0.3416 2.0275 -0.4332  0.23
14 H -2.0908 2.3451 -0.2618  0.22
15 H -3.5327 0.3546 -0.0923  0.22
16 H -2.3591 -1.9261 0.1823  0.22
17 H -0.1239 -1.9062 0.8291  0.23

The calculation puts the HOMO-LUMO gap at 0.3717 hartree. Its total energy is -1034.9031 a.u. The calculation puts the HOMO energy at -9.942 eV. As for the net charge: 0. For the energy above the lowest of the compared OMol25 structures with the same formula, charge and spin, the calculation gives 0.0 kcal per mole.

(11)
The following is a quantum chemistry calculation of a gas-phase ion, C7H5ClNO5S (charge -1) in a non-equilibrium geometry, from OMol25.

Each line ends with the natural charge from an NBO analysis.
Geometry (Å):
1 O -4.8353 1.6575 1.8806  -0.55
2 N -4.4433 0.5238 1.4511  0.40
3 O -4.1328 -0.3513 2.2869  -0.53
4 C -4.4589 0.2736 0.1925  -0.38
5 Cl -4.9998 1.4431 -0.9404  0.02
6 S -3.7260 -1.1476 -0.6205  2.33
7 O -4.4466 -2.3843 -0.5396  -0.90
8 O -3.4087 -0.6944 -1.9759  -0.94
9 O -2.3349 -1.4408 0.2042  -0.69
10 C -1.1173 -0.8438 0.1521  0.30
11 C 0.0291 -1.3992 0.8166  -0.24
12 C 1.2953 -0.7584 0.7438  -0.23
13 C 1.4013 0.3107 -0.1989  -0.25
14 C 0.2765 0.8190 -0.8366  -0.20
15 C -1.0073 0.2739 -0.5646  -0.25
16 H -0.1882 -2.2582 1.5249  0.22
17 H 2.1070 -1.4240 1.0743  0.21
18 H 2.4703 0.5480 -0.3633  0.21
19 H 0.3362 1.6873 -1.4567  0.21
20 H -1.8765 0.8582 -0.8738  0.25

The calculation puts the HOMO-LUMO gap at 0.2922 hartree. Its total energy is -1558.9849 a.u. The calculation puts the HOMO energy at -4.795 eV. As for the net charge: -1. For the energy above the lowest of the compared OMol25 structures with the same formula, charge and spin, the calculation gives 14.8 kcal per mole.

(12)
The following is a quantum chemistry calculation of 2 unconnected molecules or ions with the total composition C7H5F3 in a non-equilibrium geometry, from OMol25.

Each line ends with the natural charge from an NBO analysis.
Geometry (Å):
1 C -1.0680 0.7719 -1.7517  -0.15
2 C 2.3268 0.6217 -0.5001  -0.11
3 C -0.7600 1.0063 -0.6119  -0.04
4 C 1.6056 -0.3226 -0.3654  -0.13
5 C -1.7517 0.3210 1.4140  -0.31
6 C -0.9117 1.2061 0.7531  -0.29
7 C 0.9703 -1.5508 -0.0747  0.93
8 F 0.5238 -1.6328 1.1294  -0.28
9 F -0.0854 -1.6831 -0.9464  -0.32
10 F 1.8326 -2.6100 -0.2925  -0.32
11 H -1.1882 0.6700 -2.7312  0.21
12 H 2.8757 1.4454 -0.8564  0.24
13 H -1.7994 0.3060 2.5067  0.17
14 H -2.1921 -0.5629 1.0040  0.18
15 H -0.3784 2.0139 1.3230  0.22

The calculation puts the HOMO-LUMO gap (spin up / spin down) at 0.2544 / 0.2996 hartree. As for the spin multiplicity: 3. Its total energy is -569.0224 a.u. The calculation puts the HOMO energy (spin up / spin down) at -5.935 / -10.305 eV. As for the net charge: 0.